Run 1
Entry from OMol25: an isolated molecule of C7H15NO2 (ωB97M-V/def2-TZVPD).

2S+1 = 1
structure (SMILES) = [H]/N=C(\O)C(C)(C)C(C)(C)O
LUMO = 0.51 eV
frontier orbital gap = 9.51 eV

Last column: natural (NBO) charge in e.
Positions of all 25 atoms, in Å:
1 H 0.850 -1.342 2.898  0.376
2 N 0.474 -1.323 1.955  -0.762
3 C 1.107 -0.547 1.148  0.636
4 O 2.138 0.192 1.600  -0.667
5 C 0.549 -0.348 -0.212  -0.176
6 C 1.350 0.621 -1.075  -0.643
7 C 0.431 -1.709 -0.909  -0.605
8 C -1.073 0.210 0.112  0.360
9 C -1.777 0.441 -1.222  -0.643
10 C -0.970 1.521 0.906  -0.659
11 O -1.699 -0.759 0.832  -0.788
12 H 2.481 0.768 0.904  0.496
13 H 2.372 0.260 -1.231  0.210
14 H 0.887 0.701 -2.058  0.237
15 H 1.398 1.627 -0.653  0.208
16 H 1.396 -2.215 -0.926  0.206
17 H -0.280 -2.346 -0.389  0.246
18 H 0.100 -1.585 -1.938  0.208
19 H -1.809 -0.473 -1.811  0.217
20 H -1.307 1.239 -1.796  0.201
21 H -2.807 0.722 -1.002  0.226
22 H -0.474 2.309 0.345  0.196
23 H -0.445 1.368 1.847  0.209
24 H -1.980 1.853 1.139  0.225
25 H -0.911 -1.185 1.535  0.485

=====

Run 2
Entry from OMol25: a cluster of 3 separate species, C7H15NO2 in total (ωB97M-V/def2-TZVPD).

2S+1 = 1
structure (SMILES) = C=C/C=C/C/C=C/N.O.O
LUMO = 0.40 eV
frontier orbital gap = 8.72 eV

Last column: natural (NBO) charge in e.
Positions of all 25 atoms, in Å:
1 C -0.610 -2.982 1.897  -0.380
2 C 0.274 -2.143 1.243  -0.224
3 C 0.237 -1.827 -0.180  -0.248
4 C 1.173 -1.758 -1.109  -0.148
5 C 1.213 -0.758 -2.223  -0.478
6 C 1.285 0.566 -1.594  -0.271
7 C 0.686 1.621 -2.209  0.008
8 N 0.289 2.860 -1.532  -0.809
9 H -1.427 -3.538 1.487  0.202
10 H -0.396 -3.009 3.012  0.198
11 H 0.734 -1.408 1.928  0.211
12 H -0.818 -1.368 -0.416  0.208
13 H 2.117 -2.301 -1.100  0.199
14 H 1.975 -0.914 -3.030  0.212
15 H 0.320 -0.881 -2.747  0.220
16 H 1.658 0.471 -0.564  0.207
17 H 0.417 1.610 -3.198  0.179
18 H 0.577 3.673 -2.018  0.361
19 H 0.851 2.789 -0.639  0.352
20 O -0.198 2.280 2.488  -0.931
21 H 0.705 2.322 2.780  0.465
22 H -0.228 3.085 1.922  0.467
23 O -3.355 0.466 1.849  -0.944
24 H -2.902 1.328 1.640  0.478
25 H -2.733 -0.164 2.021  0.466

=====

Relative energies in hartree: run 1 0.0000; run 2 0.1358

=====

Run 1
Entry from OMol25: a cluster of 2 separate species, C7H15NO2 in total (ωB97M-V/def2-TZVPD).

2S+1 = 1
structure (SMILES) = CC[C@H]1CCNC(=O)C1.O
LUMO = 0.76 eV
frontier orbital gap = 10.28 eV

Last column: natural (NBO) charge in e.
Positions of all 25 atoms, in Å:
1 C 2.661 -1.389 1.140  -0.610
2 C 1.710 -0.240 1.455  -0.387
3 C 0.302 -0.406 0.882  -0.213
4 C -0.642 0.687 1.376  -0.404
5 C -2.055 0.455 0.869  -0.208
6 N -2.068 0.243 -0.577  -0.624
7 C -1.067 -0.334 -1.295  0.681
8 O -1.259 -0.723 -2.446  -0.630
9 C 0.299 -0.411 -0.650  -0.512
10 H 3.564 -1.330 1.764  0.215
11 H 2.180 -2.360 1.334  0.203
12 H 2.985 -1.377 0.090  0.208
13 H 1.624 -0.131 2.548  0.201
14 H 2.134 0.708 1.083  0.198
15 H -0.095 -1.377 1.228  0.195
16 H -0.665 0.710 2.474  0.218
17 H -0.273 1.670 1.039  0.205
18 H -2.494 -0.420 1.373  0.181
19 H -2.696 1.318 1.092  0.203
20 H -2.980 0.183 -1.018  0.401
21 H 0.862 0.463 -1.023  0.235
22 H 0.793 -1.300 -1.062  0.244
23 O -0.569 1.875 -3.988  -0.940
24 H -1.086 2.202 -3.229  0.465
25 H -1.164 1.285 -4.460  0.477

=====

Run 2
Entry from OMol25: a cluster of 2 separate species, C7H15NO2 in total (ωB97M-V/def2-TZVPD).

2S+1 = 1
structure (SMILES) = C[C@@H](O)C=O.[H]/N=C/C(C)C
LUMO = 0.74 eV
frontier orbital gap = 10.09 eV

Last column: natural (NBO) charge in e.
Positions of all 25 atoms, in Å:
1 C 0.325 -3.108 -0.304  -0.619
2 C 0.420 -1.935 0.746  0.000
3 O 1.358 -0.998 0.454  -0.691
4 C -0.949 -1.486 1.213  0.435
5 O -1.942 -2.164 1.178  -0.542
6 H -0.285 -3.859 0.104  0.237
7 H 1.334 -3.401 -0.362  0.207
8 H -0.049 -2.671 -1.185  0.192
9 H 0.701 -2.662 1.634  0.188
10 H 1.534 -1.111 -0.490  0.480
11 H -0.926 -0.423 1.635  0.107
12 H -1.469 -0.848 -1.678  0.372
13 N -1.276 -0.107 -1.035  -0.675
14 C -0.242 0.584 -0.959  0.231
15 C 0.074 1.582 0.155  -0.318
16 C 1.248 2.370 -0.296  -0.608
17 C -1.136 2.588 0.271  -0.620
18 H 0.782 0.375 -1.640  0.100
19 H 0.200 1.024 0.979  0.232
20 H 1.375 3.375 0.161  0.219
21 H 2.170 1.824 -0.070  0.211
22 H 1.344 2.566 -1.339  0.211
23 H -1.015 3.585 -0.119  0.208
24 H -1.601 2.725 1.205  0.216
25 H -1.975 2.174 -0.258  0.224

=====

Relative energies in hartree: run 1 0.0000; run 2 0.1457

=====

Run 1
Entry from OMol25: an isolated molecule of C6H12 (ωB97M-V/def2-TZVPD).

2S+1 = 1
structure (SMILES) = CC[C@H]1C[C@H]1C
LUMO = 1.22 eV
frontier orbital gap = 11.01 eV

Last column: natural (NBO) charge in e.
Positions of all 18 atoms, in Å:
1 C 1.707 0.998 -0.520  -0.600
2 C 1.473 -0.313 0.224  -0.403
3 C 0.226 -0.919 -0.384  -0.215
4 C -0.922 -1.535 0.351  -0.418
5 C -1.123 -0.221 -0.351  -0.232
6 C -1.574 0.953 0.506  -0.615
7 H 1.872 0.789 -1.583  0.201
8 H 0.784 1.582 -0.457  0.206
9 H 2.541 1.597 -0.145  0.206
10 H 1.368 -0.150 1.304  0.199
11 H 2.328 -0.993 0.098  0.206
12 H 0.438 -1.386 -1.348  0.210
13 H -0.892 -1.464 1.436  0.206
14 H -1.400 -2.428 -0.038  0.213
15 H -1.640 -0.248 -1.307  0.208
16 H -2.622 0.765 0.774  0.214
17 H -1.546 1.923 -0.006  0.208
18 H -1.019 1.050 1.446  0.207

=====

Run 2
Entry from OMol25: an isolated molecule of C6H12 (ωB97M-V/def2-TZVPD).

2S+1 = 1
structure (SMILES) = CCC=C(C)C
LUMO = 1.12 eV
frontier orbital gap = 9.95 eV

Last column: natural (NBO) charge in e.
Positions of all 18 atoms, in Å:
1 C 1.069 1.356 1.887  -0.594
2 C 1.112 0.006 1.170  -0.430
3 C 0.676 0.144 -0.257  -0.199
4 C -0.412 -0.359 -0.825  0.028
5 C -0.705 -0.137 -2.280  -0.630
6 C -1.431 -1.207 -0.118  -0.652
7 H 1.703 2.078 1.377  0.201
8 H 0.053 1.744 1.899  0.203
9 H 1.415 1.256 2.913  0.205
10 H 2.139 -0.371 1.186  0.205
11 H 0.489 -0.711 1.703  0.200
12 H 1.343 0.748 -0.862  0.188
13 H 0.094 0.418 -2.765  0.212
14 H -1.635 0.419 -2.398  0.209
15 H -0.825 -1.094 -2.789  0.209
16 H -2.420 -1.030 -0.538  0.212
17 H -1.468 -0.997 0.947  0.214
18 H -1.197 -2.264 -0.251  0.218

=====

Run 3
Entry from OMol25: a cluster of 2 separate species, C6H12 in total (ωB97M-V/def2-TZVPD).

2S+1 = 1
structure (SMILES) = CC1=CCCC1.[H][H]
LUMO = 1.21 eV
frontier orbital gap = 9.59 eV

Last column: natural (NBO) charge in e.
Positions of all 18 atoms, in Å:
1 C 0.694 1.768 0.476  -0.643
2 C -0.052 0.520 0.098  0.023
3 C 0.005 -0.234 -1.012  -0.205
4 C 0.009 -1.700 -0.673  -0.435
5 C -0.123 -1.702 0.869  -0.388
6 C -0.676 -0.314 1.202  -0.436
7 H 1.449 1.401 1.189  0.220
8 H 0.119 2.536 1.006  0.215
9 H 1.245 2.217 -0.352  0.222
10 H 0.132 0.085 -2.040  0.206
11 H 1.001 -2.069 -0.975  0.209
12 H -0.727 -2.323 -1.193  0.202
13 H 0.874 -1.769 1.321  0.198
14 H -0.727 -2.528 1.245  0.208
15 H -1.770 -0.283 1.087  0.204
16 H -0.447 0.041 2.212  0.202
17 H -0.573 2.182 -1.714  0.014
18 H -0.036 2.042 -2.203  -0.015

=====

Relative energies in hartree: run 1 0.0189; run 2 0.0000; run 3 0.0637

=====

Run 1
Entry from OMol25: an isolated molecule of C6H12 (ωB97M-V/def2-TZVPD).

2S+1 = 1
LUMO = 0.69 eV
frontier orbital gap = 8.61 eV

Last column: natural (NBO) charge in e.
Positions of all 18 atoms, in Å:
1 C -1.445 0.795 1.676  -0.591
2 C 0.029 0.681 1.226  -0.574
3 C -0.067 1.080 -0.206  0.187
4 C 1.665 0.131 -1.190  -0.600
5 C 0.111 -0.039 -1.163  -0.384
6 C -0.339 -1.472 -0.855  -0.620
7 H -1.819 1.803 1.481  0.226
8 H -2.085 0.086 1.138  0.204
9 H -1.536 0.583 2.745  0.221
10 H 0.409 -0.327 1.461  0.178
11 H 0.615 1.414 1.793  0.227
12 H 1.945 1.176 -0.982  0.245
13 H 2.132 -0.505 -0.432  0.211
14 H 2.054 -0.115 -2.181  0.234
15 H -0.278 0.242 -2.149  0.205
16 H -0.057 -2.145 -1.673  0.216
17 H -1.431 -1.517 -0.756  0.212
18 H 0.100 -1.871 0.065  0.204

=====

Run 2
Entry from OMol25: an isolated molecule of C6H12 (ωB97M-V/def2-TZVPD).

2S+1 = 1
structure (SMILES) = CCC1CCC1
LUMO = 1.29 eV
frontier orbital gap = 11.31 eV

Last column: natural (NBO) charge in e.
Positions of all 18 atoms, in Å:
1 C -2.285 -0.360 -0.239  -0.605
2 C -1.198 0.301 0.594  -0.391
3 C 0.064 0.449 -0.211  -0.203
4 C 1.320 0.980 0.530  -0.407
5 C 2.084 -0.210 -0.073  -0.396
6 C 0.776 -0.874 -0.574  -0.414
7 H -2.497 0.242 -1.130  0.201
8 H -1.971 -1.354 -0.582  0.204
9 H -3.208 -0.470 0.333  0.209
10 H -1.523 1.276 0.973  0.202
11 H -0.960 -0.315 1.475  0.193
12 H -0.075 1.033 -1.127  0.199
13 H 1.678 1.993 0.268  0.203
14 H 1.248 0.970 1.629  0.198
15 H 2.637 -0.799 0.655  0.203
16 H 2.708 0.104 -0.911  0.203
17 H 0.462 -1.758 0.008  0.197
18 H 0.741 -1.198 -1.629  0.204

=====

Run 3
Entry from OMol25: a cluster of 2 separate species, C6H12 in total (ωB97M-V/def2-TZVPD).

2S+1 = 1
structure (SMILES) = C=CCC.C=C
LUMO = 1.23 eV
frontier orbital gap = 10.87 eV

Last column: natural (NBO) charge in e.
Positions of all 18 atoms, in Å:
1 C 1.838 -0.496 -1.237  -0.413
2 C 1.051 -1.361 -0.630  -0.161
3 C -0.442 -1.254 -0.504  -0.445
4 C -0.913 -1.388 0.983  -0.604
5 H 2.907 -0.625 -1.273  0.196
6 H 1.470 0.378 -1.770  0.193
7 H 1.481 -2.260 -0.175  0.191
8 H -0.816 -0.312 -0.950  0.212
9 H -0.755 -2.083 -1.090  0.211
10 H -0.412 -0.680 1.624  0.206
11 H -0.657 -2.388 1.317  0.205
12 H -2.000 -1.263 1.084  0.211
13 C 0.160 2.320 0.241  -0.385
14 C -1.145 2.250 0.585  -0.390
15 H 0.845 1.516 0.441  0.200
16 H 0.576 3.206 -0.187  0.191
17 H -1.549 1.366 1.050  0.192
18 H -1.787 3.103 0.479  0.193

=====

Relative energies in hartree: run 1 0.1042; run 2 0.0000; run 3 0.0385